Density functional theory data (ωB97M-V with the def2-TZVPD basis set) for a cluster of 2 separate species, C62H69N6O2 in total.

```
139
Properties=species:S:1:pos:R:3:mulliken_charge:R:1
C 2.1730 -0.6779 -0.5675 -1.492
C 1.2641 -1.5011 -1.4700 2.159
C 0.1775 -0.6206 -2.0923 -1.940
C 2.1676 -2.0366 -2.5920 -1.877
C 0.5540 -2.6829 -0.7532 0.295
C 0.0766 -3.6812 -1.6030 -0.666
C -0.2343 -4.9334 -1.1080 -1.516
C -0.2284 -5.1589 0.2619 -0.320
C -0.0884 -4.1046 1.1618 -0.353
C -0.3663 -4.3634 2.6713 2.822
C 0.8980 -4.2140 3.5234 -1.605
C -0.8672 -5.7867 2.9046 -2.777
C -1.4917 -3.4575 3.1486 0.383
C 0.2845 -2.8364 0.6290 -0.668
N 0.4501 -1.7039 1.5211 2.089
C -0.3929 -0.6343 1.7339 0.364
C -1.6765 -0.6375 1.2228 1.181
C -2.6171 0.4685 1.3392 0.066
C -3.3277 0.7410 2.5451 0.052
C -3.8480 2.0005 2.7632 -0.773
C -3.6776 2.9702 1.7509 -0.504
N -3.4241 4.3257 2.1169 1.139
O -2.9176 5.0625 1.2302 -0.625
O -3.6372 4.7113 3.2842 -0.631
C -3.3356 2.6077 0.4375 -0.986
C -2.8331 1.3386 0.2330 -0.295
N 0.3609 0.2654 2.5144 2.398
C -0.0374 1.5220 3.1256 -1.908
C -0.5663 1.5614 4.4405 1.020
C -0.6346 0.4472 5.5343 2.401
C 0.2701 0.8673 6.7027 -1.842
C -0.2088 -0.9424 5.1158 -1.198
C -2.0831 0.3239 6.0334 -1.734
C -1.0749 2.7807 4.9181 -0.374
C -1.0735 3.9254 4.1518 -1.329
C -0.4498 3.9050 2.9131 -0.233
C 0.1607 2.7509 2.4220 0.077
C 1.0255 2.9276 1.1286 2.241
C 1.1437 4.4033 0.7113 -2.319
C 0.3538 2.1937 -0.0259 -1.180
C 2.4614 2.4499 1.3444 -0.967
C 1.5978 -0.3665 2.7705 -0.444
C 2.7185 0.0894 3.5986 1.967
C 2.7746 1.2834 4.3600 -0.810
C 3.9174 1.5949 5.0989 -1.056
C 5.0276 0.7411 5.0785 -0.661
C 4.9995 -0.4374 4.3168 -0.876
C 3.8574 -0.7599 3.5909 -1.542
N 1.6673 -1.5340 2.1599 -2.008
H 2.8888 -1.2995 -0.0169 0.447
H 2.7405 0.0500 -1.1710 0.577
H 1.5942 -0.0936 0.1501 -0.046
H -0.3235 -1.1552 -2.9089 0.484
H -0.5874 -0.3604 -1.3486 0.180
H 0.6038 0.3064 -2.4965 0.426
H 1.6014 -2.5418 -3.3802 0.339
H 2.7143 -1.2083 -3.0584 0.491
H 2.9019 -2.7410 -2.1843 0.395
H 0.0088 -3.4970 -2.6753 0.484
H -0.4705 -5.7455 -1.7947 0.581
H -0.3828 -6.1797 0.6131 0.473
H 1.3624 -3.2312 3.4359 0.096
H 0.6584 -4.3890 4.5812 0.455
H 1.6426 -4.9560 3.2062 0.409
H -1.7736 -5.9816 2.3215 0.634
H -0.1044 -6.5313 2.6516 0.442
H -1.1283 -5.9265 3.9613 0.428
H -2.4263 -3.7045 2.6324 -1.719
H -1.6407 -3.5535 4.2324 0.925
H -1.2948 -2.4179 2.9038 -0.465
H -1.9056 -1.4951 0.6060 -1.513
H -3.4157 -0.0598 3.2859 0.725
H -4.3085 2.2982 3.7020 0.375
H -3.3914 3.3502 -0.3513 0.520
H -2.5184 1.0223 -0.7646 0.549
H -0.0486 1.8185 7.1421 0.327
H 0.2532 0.0987 7.4864 0.461
H 1.3050 0.9832 6.3566 0.407
H -0.7491 -1.2535 4.2205 -0.545
H 0.8713 -1.0279 4.9520 0.072
H -0.4701 -1.6582 5.9117 0.899
H -2.7570 0.0979 5.1972 0.200
H -2.1557 -0.4941 6.7636 0.499
H -2.4336 1.2388 6.5229 0.357
H -1.4988 2.8414 5.9217 0.434
H -1.4996 4.8503 4.5317 0.429
H -0.3891 4.8450 2.3670 0.281
H 1.6076 5.0015 1.5056 0.444
H 1.7827 4.4845 -0.1781 0.402
H 0.1669 4.8295 0.4511 0.509
H -0.0573 1.2346 0.3073 -0.278
H -0.4898 2.7814 -0.4116 0.381
H 1.0605 2.0150 -0.8487 0.630
H 2.5234 1.3673 1.4573 -0.183
H 3.0912 2.7248 0.4853 0.551
H 2.8828 2.9122 2.2462 0.384
H 1.9313 1.9766 4.3461 1.430
H 3.9407 2.5225 5.6797 0.459
H 5.9171 0.9986 5.6516 0.402
H 5.8663 -1.1023 4.2781 0.433
H 3.8029 -1.6727 2.9922 0.414
C -7.1459 -0.2231 -2.4079 -0.977
N -6.5855 -1.2186 -1.5142 0.238
C -5.2799 -1.3286 -1.1451 -0.998
C -5.1071 -2.4836 -0.3444 0.693
C -3.8976 -3.0470 0.1144 -1.323
C -3.8425 -4.4119 0.5571 2.325
C -4.1761 -4.9759 1.8134 -1.553
N -4.1147 -6.3430 1.7450 0.683
C -4.5105 -7.2642 2.7991 -1.089
C -3.7346 -6.7311 0.4548 0.554
C -3.5601 -5.5570 -0.3129 0.419
C -3.3127 -5.6698 -1.6728 0.234
C -3.1721 -6.9535 -2.2184 -0.858
C -3.2996 -8.1074 -1.4289 -0.811
C -3.6032 -8.0111 -0.0615 -1.126
C -6.4495 -3.0835 -0.2233 0.879
C -7.3285 -2.2653 -0.9693 -0.231
C -8.6811 -2.5367 -1.1340 -0.878
C -9.1901 -3.6817 -0.5034 -0.664
C -8.3354 -4.5309 0.2135 -1.010
C -6.9697 -4.2325 0.3467 0.181
H -8.1817 -0.0243 -2.1212 0.360
H -6.5594 0.6994 -2.3391 0.327
H -7.1423 -0.5754 -3.4499 0.336
H -4.5182 -0.6290 -1.4897 0.597
H -2.9734 -2.5657 -0.1786 0.238
H -4.5388 -4.4598 2.7010 0.446
H -4.0328 -8.2324 2.6120 0.345
H -4.1967 -6.8765 3.7769 0.335
H -5.6042 -7.3927 2.8124 0.272
H -3.2261 -4.7675 -2.2767 0.442
H -2.9550 -7.0539 -3.2818 0.444
H -3.1568 -9.0881 -1.8837 0.424
H -3.7262 -8.8847 0.5790 0.383
H -9.3016 -1.8776 -1.7347 0.331
H -10.2506 -3.9193 -0.5788 0.403
H -8.7422 -5.4312 0.6821 0.441
H -6.3218 -4.8933 0.9117 0.547
```

* E_HOMO: -9.1 eV
* gap between HOMO and LUMO: 4.360 eV
* multiplicity: 1
* E_LUMO: -4.73 eV
* charge: +1
* relative energy (zero: lowest compared OMol25 entry of this formula, charge and spin): 28.81 kcal/mol

Density functional theory data (ωB97M-V with the def2-TZVPD basis set) for a cluster of 10 separate species, C62H70BClNO6P2 in total.

```
143
Properties=species:S:1:pos:R:3:mulliken_charge:R:1
C 3.7927 -2.0786 2.0639 -0.227
C 3.1325 -3.1638 1.1806 0.426
O 3.5784 -3.2952 0.0802 -0.553
N 2.0239 -3.9062 1.6983 0.442
C 2.0463 -5.3112 1.2819 -0.984
C 0.7381 -3.2489 1.4616 -0.505
O 0.5626 -2.7455 0.1739 -0.460
B 0.4002 -1.2584 0.1548 0.390
P 1.8316 -0.6567 -1.0550 0.704
O 1.3418 0.7948 -1.7814 -0.283
Cl 1.9117 -2.0763 -2.6443 -0.629
O 0.6273 -0.9423 1.5775 -0.212
C 0.3117 -2.0232 2.4285 -0.028
C -1.2291 -2.1234 2.6269 -0.594
C -1.7375 -0.7882 3.3675 1.297
C -3.0121 -0.1329 2.7312 -1.392
O -3.0024 -0.8850 4.0216 -0.652
P 1.1146 -1.8620 4.1070 0.655
O 1.9439 -3.0212 4.5510 -0.726
H 4.6792 -1.6549 1.5604 0.260
H 3.0707 -1.2384 2.1813 -0.385
H 4.0367 -2.4448 3.0763 0.333
H 2.6149 -5.5084 0.3543 0.308
H 2.5367 -5.9084 2.0839 0.256
H 1.0407 -5.7506 1.1520 0.390
H -0.0280 -4.0178 1.7100 0.233
H -0.7365 -0.9569 -0.1558 -0.434
H 2.0719 1.1293 -2.3237 0.238
H -1.5549 -2.9479 3.2917 0.112
H -1.8142 -2.1800 1.6953 0.415
H -0.9626 -0.0987 3.7785 0.186
H -3.5707 -0.6839 1.9723 0.371
H -2.9618 0.9532 2.8555 0.163
H 1.8097 -0.6135 4.1134 -0.015
H 0.0714 -1.7088 5.0744 0.088
C -1.2577 -6.4791 -3.4136 -0.379
C -1.8481 -6.4479 -4.6705 -0.445
C -1.6336 -5.3591 -5.5075 -0.317
C -0.8234 -4.3087 -5.0871 -0.584
C -0.2337 -4.3461 -3.8290 0.433
C -0.4543 -5.4293 -2.9941 -0.617
H -1.4231 -7.3251 -2.7557 0.486
H -2.4748 -7.2697 -4.9975 0.345
H -2.0975 -5.3282 -6.4866 0.348
H -0.6531 -3.4608 -5.7400 0.399
H 0.3989 -3.5332 -3.4896 -0.101
H 0.0030 -5.4545 -2.0116 0.533
C -0.6973 2.5558 -5.9417 -0.325
C -0.3003 1.9226 -4.7674 -0.611
C -0.6013 2.4898 -3.5352 -0.346
C -1.3034 3.6835 -3.4795 -0.656
C -1.7038 4.3136 -4.6490 0.000
C -1.4004 3.7547 -5.8829 -0.650
H -0.4607 2.1137 -6.9024 0.361
H 0.2434 0.9861 -4.8124 0.475
H -0.2886 2.0015 -2.6218 0.536
H -1.5419 4.1245 -2.5185 0.409
H -2.2557 5.2452 -4.5910 0.442
H -1.7111 4.2490 -6.7959 0.362
C 6.9734 -1.2391 -5.1979 -0.304
C 7.9611 -0.7630 -4.3452 -0.449
C 7.7533 -0.7660 -2.9714 -0.382
C 6.5609 -1.2540 -2.4505 -0.508
C 5.5745 -1.7335 -3.3029 -0.203
C 5.7789 -1.7222 -4.6765 -0.525
H 7.1341 -1.2338 -6.2698 0.352
H 8.8937 -0.3887 -4.7516 0.350
H 8.5213 -0.3890 -2.3058 0.451
H 6.3994 -1.2615 -1.3791 0.481
H 4.6460 -2.1148 -2.8952 0.347
H 5.0070 -2.0911 -5.3412 0.398
C 0.9444 2.4374 2.2153 -1.348
C 1.9213 2.0138 1.3243 -0.135
C 3.1806 2.5923 1.3442 -0.639
C 3.4716 3.5923 2.2646 -0.337
C 2.4974 4.0165 3.1596 -0.541
C 1.2309 3.4416 3.1322 -0.159
H -0.0398 1.9837 2.1942 0.534
H 1.7059 1.2316 0.6112 0.425
H 3.9383 2.2630 0.6432 0.464
H 4.4585 4.0404 2.2835 0.435
H 2.7243 4.7956 3.8788 0.377
H 0.4684 3.7749 3.8262 0.610
C -7.4449 7.0381 -3.8371 -0.406
C -6.1448 7.5136 -3.9407 -0.475
C -5.0912 6.6251 -4.1147 -0.274
C -5.3382 5.2610 -4.1939 -0.399
C -6.6410 4.7865 -4.0943 -0.406
C -7.6929 5.6733 -3.9116 -0.399
H -8.2661 7.7310 -3.6979 0.356
H -5.9517 8.5783 -3.8853 0.362
H -4.0761 6.9967 -4.1897 0.336
H -4.5172 4.5675 -4.3326 0.443
H -6.8346 3.7225 -4.1579 0.484
H -8.7069 5.3014 -3.8277 0.369
C 7.7785 1.8062 0.1551 -0.490
C 6.7302 1.2564 0.8810 -0.226
C 6.7058 1.3738 2.2657 -0.357
C 7.7258 2.0497 2.9227 -0.568
C 8.7728 2.6029 2.1960 -0.383
C 8.8016 2.4778 0.8130 -0.455
H 7.7981 1.7112 -0.9242 0.467
H 5.9305 0.7345 0.3673 0.489
H 5.8908 0.9392 2.8319 0.421
H 7.7045 2.1453 4.0017 0.375
H 9.5678 3.1317 2.7087 0.357
H 9.6210 2.9048 0.2470 0.363
C -2.8522 3.7760 6.5823 -0.428
C -1.5497 4.2462 6.4707 -0.302
C -0.5004 3.3522 6.3023 -0.588
C -0.7547 1.9880 6.2360 -0.214
C -2.0575 1.5178 6.3445 -0.304
C -3.1058 2.4116 6.5217 -0.453
H -3.6704 4.4736 6.7168 0.376
H -1.3523 5.3107 6.5155 0.374
H 0.5162 3.7180 6.2214 0.486
H 0.0640 1.2908 6.0996 0.366
H -2.2560 0.4541 6.2904 0.320
H -4.1209 2.0443 6.6112 0.406
C -2.9821 -7.1691 3.0674 -0.567
C -2.9587 -5.8510 2.6294 -0.229
C -2.8671 -5.5713 1.2710 -0.406
C -2.8083 -6.6117 0.3524 -0.366
C -2.8358 -7.9290 0.7908 -0.415
C -2.9186 -8.2081 2.1485 -0.340
H -3.0499 -7.3865 4.1266 0.376
H -3.0110 -5.0408 3.3470 0.394
H -2.8419 -4.5435 0.9292 0.329
H -2.7406 -6.3938 -0.7069 0.477
H -2.7911 -8.7395 0.0728 0.384
H -2.9343 -9.2360 2.4909 0.363
C -4.7319 3.3306 -0.1021 -0.710
C -5.5069 3.2386 -1.2510 0.559
C -6.5905 2.3714 -1.2894 -0.246
C -6.9045 1.6029 -0.1752 -0.508
C -6.1303 1.6980 0.9740 -0.556
C -5.0410 2.5590 1.0082 -0.348
H -3.8839 4.0043 -0.0737 0.379
H -5.2663 3.8415 -2.1149 -0.080
H -7.1918 2.2940 -2.1875 0.259
H -7.7527 0.9294 -0.2032 0.357
H -6.3753 1.0995 1.8435 0.397
H -4.4338 2.6290 1.9023 0.496
```

* E_HOMO: -4.8 eV
* gap between HOMO and LUMO: 6.938 eV
* multiplicity: 1
* E_LUMO: 2.17 eV
* charge: -1
* relative energy (zero: lowest compared OMol25 entry of this formula, charge and spin): 36.55 kcal/mol

Density functional theory data (ωB97M-V with the def2-TZVPD basis set) for a cluster of 7 separate species, C62H70F12N11O4PS2 in total.

```
162
Properties=species:S:1:pos:R:3:mulliken_charge:R:1
C 0.8838 -3.3323 -5.2176 -0.883
N 2.3525 -3.3043 -5.2676 0.097
C 3.0901 -4.0711 -6.0735 -0.382
C 4.4510 -4.0131 -6.0831 -0.792
C 5.0740 -3.1379 -5.1781 1.411
C 4.2828 -2.2546 -4.4073 -0.239
C 2.9224 -2.4327 -4.4541 -0.306
C 6.5925 -2.9589 -5.1080 0.880
C 7.5591 -3.5416 -5.8770 -0.661
C 8.8669 -3.1165 -5.8338 -0.396
N 9.2478 -2.1860 -4.9557 -0.001
C 8.3374 -1.5575 -4.1596 -0.129
C 6.9737 -1.9546 -4.2433 -0.547
C 10.6983 -1.7342 -4.8664 -0.878
H 0.4369 -2.9705 -6.1099 0.375
H 0.5914 -2.6923 -4.3871 0.244
H 0.4938 -4.3325 -5.0965 0.393
H 2.5567 -4.6922 -6.7668 0.481
H 4.9613 -4.6955 -6.7274 0.451
H 4.5949 -1.5002 -3.6711 -0.001
H 2.2683 -1.8288 -3.7778 0.443
H 7.3532 -4.2290 -6.6652 0.426
H 9.7027 -3.4678 -6.4503 0.473
H 8.7391 -0.8410 -3.4522 0.458
H 6.2862 -1.4787 -3.5196 0.031
H 10.6779 -0.8389 -4.2300 0.290
H 11.0170 -1.4986 -5.8708 0.396
H 11.2179 -2.5111 -4.3674 0.376
C -9.7704 -3.1054 -7.8293 -0.895
N -9.7115 -3.7464 -6.5204 0.042
C -9.5841 -3.0489 -5.3552 -0.225
C -9.2976 -3.6358 -4.1568 -0.869
C -9.0652 -5.0141 -4.1198 1.074
C -9.1355 -5.7244 -5.3304 -0.676
C -9.4943 -5.1201 -6.4908 -0.465
C -8.7486 -5.5955 -2.8316 0.996
C -9.2278 -6.8549 -2.4311 -0.750
C -8.9634 -7.3656 -1.1739 -0.302
N -8.1301 -6.6671 -0.3181 0.121
C -7.7646 -5.4553 -0.6758 -0.576
C -8.0381 -4.8366 -1.8618 -1.182
C -7.8867 -7.1809 1.0673 -0.884
H -9.9198 -2.0048 -7.7016 0.293
H -10.6647 -3.4158 -8.3366 0.389
H -8.9070 -3.3340 -8.3959 0.382
H -9.7050 -1.9752 -5.4631 0.377
H -9.3178 -3.0566 -3.2622 0.569
H -9.0356 -6.7935 -5.3539 0.500
H -9.5826 -5.5608 -7.4288 0.578
H -9.8829 -7.4515 -3.0933 0.470
H -9.3347 -8.3025 -0.7845 0.417
H -7.1525 -4.8961 0.0531 0.642
H -7.5876 -3.8795 -1.9666 0.983
H -6.8008 -7.3117 1.2027 0.373
H -8.2775 -8.2014 1.0816 0.331
H -8.4711 -6.6002 1.7971 0.356
C 4.9952 10.0384 -8.4979 -0.861
N 4.8001 9.2459 -7.2877 0.071
C 5.8109 9.0319 -6.4133 -0.283
C 5.6219 8.2472 -5.3207 -0.622
C 4.3854 7.6710 -5.0987 0.811
C 3.3798 7.8377 -6.0575 -0.562
C 3.6290 8.5312 -7.1655 -0.420
C 4.2485 6.7189 -3.9359 0.765
C 5.2665 5.7805 -3.6467 -0.843
C 5.1408 4.9747 -2.5321 -0.270
N 4.0269 5.0200 -1.7536 0.095
C 3.0723 5.9580 -2.0141 -0.286
C 3.1511 6.7832 -3.1256 -0.589
C 3.8269 4.0747 -0.6237 -0.594
H 5.7951 10.8346 -8.3339 0.309
H 4.0615 10.5802 -8.7160 0.355
H 5.1771 9.3194 -9.2975 0.374
H 6.7339 9.5359 -6.5805 0.447
H 6.4929 8.1179 -4.6685 0.485
H 2.3996 7.4261 -5.9308 0.461
H 2.9061 8.6950 -7.9447 0.440
H 6.0827 5.7060 -4.2543 0.679
H 5.9677 4.3058 -2.1920 0.458
H 2.1913 5.8198 -1.3934 0.350
H 2.2718 7.3773 -3.2739 0.455
H 4.3455 3.1180 -0.7087 0.179
H 2.7367 4.0028 -0.6413 0.301
H 4.2230 4.5289 0.3019 0.300
C 4.0750 -3.7236 4.6303 -0.845
N 5.3281 -3.1653 5.1857 0.057
C 6.2451 -2.6632 4.3353 -0.168
C 7.4486 -2.2203 4.7900 -0.863
C 7.6648 -2.1250 6.1778 0.980
C 6.6374 -2.5743 7.0168 -0.600
C 5.4886 -3.0851 6.5204 -0.407
C 8.9581 -1.6455 6.7666 0.720
C 9.0445 -0.8584 7.9210 -0.673
C 10.3272 -0.5731 8.3955 -0.113
N 11.4358 -0.8795 7.7153 0.032
C 11.3403 -1.5883 6.5561 -0.406
C 10.1232 -1.9801 6.0873 -0.616
C 12.7795 -0.5723 8.3536 -0.846
H 3.1999 -3.3413 5.1919 0.358
H 4.0477 -4.8737 4.7626 0.361
H 4.0713 -3.5957 3.5537 0.282
H 6.0878 -2.8356 3.3137 0.459
H 8.2101 -1.7993 4.1193 0.490
H 6.8506 -2.5977 8.1249 0.419
H 4.7066 -3.4672 7.1484 0.483
H 8.1662 -0.5437 8.4924 0.492
H 10.4467 0.0221 9.2613 0.419
H 12.3052 -1.7579 6.0501 0.410
H 10.1082 -2.5802 5.1914 0.511
H 12.6609 0.2745 8.9845 0.327
H 13.4251 -0.3344 7.5380 0.374
H 13.1475 -1.4106 8.8778 0.357
C -7.4437 1.4310 11.1180 -0.770
N -7.9011 2.1809 9.9372 0.088
C -7.5823 1.8224 8.6553 -0.514
C -7.9475 2.5072 7.5579 -0.616
C -8.7459 3.6344 7.7026 0.968
C -9.2401 3.9231 8.9540 -0.745
C -8.7499 3.2327 10.0263 -0.167
C -9.1259 4.3079 6.4950 0.883
C -8.2111 4.4753 5.4649 -0.708
C -8.5373 5.0337 4.2321 -0.236
N -9.8113 5.4459 4.0518 -0.013
C -10.7016 5.4020 5.0199 -0.091
C -10.4305 4.8034 6.2274 -0.811
C -10.1472 5.8557 2.6151 -0.755
H -7.9064 0.4495 11.2046 0.364
H -7.6926 1.9960 12.0308 0.270
H -6.3606 1.2493 11.0245 0.363
H -7.0391 0.8668 8.5209 0.419
H -7.5106 2.2383 6.5982 0.476
H -9.8465 4.7519 9.2438 0.477
H -9.0308 3.5249 11.0167 0.414
H -7.1849 4.1431 5.5255 0.478
H -7.7382 5.2762 3.5278 0.376
H -11.6811 5.8479 4.7905 0.390
H -11.2654 4.7890 6.8958 0.481
H -10.2991 4.8613 2.1284 0.338
H -9.2547 6.3124 2.2372 0.317
H -11.0289 6.5301 2.7409 0.324
P 5.1304 -0.3275 -0.9429 1.238
F 4.7508 -1.7960 -1.5233 -0.331
F 5.9091 -1.0188 0.3854 -0.372
F 6.5056 -0.2429 -1.7693 -0.365
F 5.4471 1.2051 -0.2726 -0.415
F 4.3059 0.4052 -2.1557 -0.412
F 3.8029 -0.3399 -0.0671 -0.363
C -5.2806 -1.1874 1.3440 0.635
F -4.1283 -0.6171 1.7151 -0.214
F -5.2657 -2.4759 1.7695 -0.237
F -6.2517 -0.5370 1.9267 -0.237
S -5.5534 -1.1488 -0.5137 0.937
O -6.4639 -2.2347 -0.8367 -0.629
O -5.8773 0.2288 -0.7814 -0.680
N -4.2356 -1.6281 -1.1051 -0.303
S -2.7539 -1.1853 -1.3714 0.926
O -2.4965 -1.1219 -2.8092 -0.627
O -2.2456 -0.2768 -0.3694 -0.626
C -1.8320 -2.7278 -0.9796 0.704
F -2.1771 -3.1660 0.1985 -0.241
F -2.1724 -3.6825 -1.8799 -0.257
F -0.5463 -2.4963 -0.9635 -0.208
```

* E_HOMO: -19.0 eV
* gap between HOMO and LUMO: 6.032 eV
* multiplicity: 1
* E_LUMO: -12.94 eV
* charge: +8